1.
A molecular structure, C4H6FLiO4 in a non-equilibrium geometry, computed with ωB97M-V/def2-TZVPD.

ORCA input file:
```
! RIJCOSX wB97M-V def2-TZVPD def2/J DEFGRID3
* xyz 0 1
C -1.763 -1.483 -0.227
O -1.828 -0.347 0.560
Li -2.597 1.155 1.158
H -1.333 -1.240 -1.221
H -1.125 -2.263 0.235
H -2.752 -1.953 -0.391
C -0.177 1.067 0.614
O 0.789 0.295 1.218
C 1.765 -0.069 0.296
C 1.526 0.887 -0.869
O 0.194 1.334 -0.654
O -0.804 1.896 1.281
F 1.553 -1.375 -0.083
H 2.756 -0.018 0.757
H 2.215 1.740 -0.841
H 1.581 0.374 -1.835
*
```

Computed properties:
Relative energy (zero: lowest compared OMol25 entry of this formula, charge and spin) ... 0.0 kcal/mol
Highest occupied orbital energy ... -0.3102 Eh

***

2.
C4H6FN in the gas phase in a non-equilibrium geometry, computed with ωB97M-V/def2-TZVPD.

ORCA input file:
```
! RIJCOSX wB97M-V def2-TZVPD def2/J DEFGRID3
* xyz 0 1
C 1.417 -0.868 -0.610
C 1.102 -0.460 0.788
C -0.105 0.501 0.491
C -1.328 -0.130 0.025
H 1.544 -0.019 -1.275
H 0.524 -1.344 -1.051
H 2.280 -1.574 -0.704
H 0.688 -1.292 1.339
H 1.733 0.129 1.417
H -0.367 1.004 1.406
N -2.331 -0.618 -0.198
F 0.377 1.463 -0.435
*
```

Computed properties:
Structure (SMILES) ... CC[C@@H](F)C#N
Relative energy (zero: lowest compared OMol25 entry of this formula, charge and spin) ... 12.6 kcal/mol
Highest occupied orbital energy ... -0.4313 Eh

***

3.
A gas-phase ion, C4H6FN2 (charge +1) in a non-equilibrium geometry, computed with ωB97M-V/def2-TZVPD.

ORCA input file:
```
! RIJCOSX wB97M-V def2-TZVPD def2/J DEFGRID3
* xyz 1 1
C -1.305 -1.219 -0.024
C 0.059 -1.178 0.057
C -0.630 0.917 -0.033
C 1.722 0.624 -0.018
N -1.698 0.081 -0.078
N 0.409 0.130 0.119
F -2.933 0.520 0.067
H -2.121 -1.889 -0.076
H 0.747 -1.912 0.066
H -0.762 1.936 -0.149
H 2.477 -0.189 0.488
H 2.081 0.593 -0.990
H 1.956 1.586 0.571
*
```

Computed properties:
Structure (SMILES) ... C[n+]1ccn(F)c1
Relative energy (zero: lowest compared OMol25 entry of this formula, charge and spin) ... 60.5 kcal/mol
Highest occupied orbital energy ... -0.5574 Eh

***

4.
2 unconnected molecules or ions with the total composition C4H6FN3 in a non-equilibrium geometry, computed with ωB97M-V/def2-TZVPD.

ORCA input file:
```
! RIJCOSX wB97M-V def2-TZVPD def2/J DEFGRID3
* xyz 0 1
C -1.451 1.000 0.081
C -0.868 -0.367 -0.290
C 1.055 -0.517 -1.398
C 0.352 -0.368 0.708
H -2.001 1.012 1.024
H -2.204 1.324 -0.741
H -1.349 -1.494 -0.294
H 1.684 -0.791 -2.157
H 2.510 0.269 0.112
H 1.155 -0.387 2.425
N -0.203 -0.307 -1.632
N 1.334 -1.136 -0.087
N 0.247 -0.061 2.004
F -0.261 1.824 0.246
*
```

Computed properties:
Relative energy (zero: lowest compared OMol25 entry of this formula, charge and spin) ... 146.3 kcal/mol
Highest occupied orbital energy ... -0.3611 Eh

***

5.
C4H6FN3 in the gas phase in a non-equilibrium geometry, computed with ωB97M-V/def2-TZVPD.

ORCA input file:
```
! RIJCOSX wB97M-V def2-TZVPD def2/J DEFGRID3
* xyz 0 1
C 0.508 0.812 0.591
C -0.288 1.536 -0.160
C -0.930 -0.579 -0.646
C 0.220 -0.481 0.280
H 2.087 1.919 0.913
H 2.172 0.537 1.716
H -0.481 2.525 -0.100
H -1.487 1.134 -1.728
H 0.921 -1.619 2.014
H 1.379 -2.298 0.312
N 1.454 1.278 1.498
N -1.150 0.697 -0.783
N 1.118 -1.384 0.851
F -1.290 -1.562 -1.608
*
```

Computed properties:
Structure (SMILES) ... Nc1c[nH]c(F)c1N
Relative energy (zero: lowest compared OMol25 entry of this formula, charge and spin) ... 64.6 kcal/mol
Highest occupied orbital energy ... -0.2864 Eh

***

6.
C4H6FNO in the gas phase in a non-equilibrium geometry, computed with ωB97M-V/def2-TZVPD.

ORCA input file:
```
! RIJCOSX wB97M-V def2-TZVPD def2/J DEFGRID3
* xyz 0 1
C -0.286 0.983 -0.493
C -0.434 -0.529 -0.248
C -1.503 -1.351 -0.407
C 0.763 -1.269 0.400
N 0.782 1.645 0.209
O -2.426 -2.059 -0.731
F 0.212 1.978 1.485
H -1.252 1.396 -0.264
H -0.223 1.072 -1.583
H 0.439 -1.941 1.255
H 1.403 -1.908 -0.371
H 1.494 -0.658 0.847
H 1.030 2.641 -0.100
*
```

Computed properties:
Structure (SMILES) ... CC(=C=O)CNF
Relative energy (zero: lowest compared OMol25 entry of this formula, charge and spin) ... 87.6 kcal/mol
Highest occupied orbital energy ... -0.3158 Eh

***

Number 1: Kohn-Sham gap 8.37 eV, electronic energy -564.3985 hartree. Number 2: Kohn-Sham gap 12.58 eV, electronic energy -310.5975 hartree. Number 3: Kohn-Sham gap 11.24 eV, electronic energy -365.0297 hartree. Number 4: Kohn-Sham gap 8.04 eV, electronic energy -419.9105 hartree. Number 5: Kohn-Sham gap 8.66 eV, electronic energy -420.0407 hartree. Number 6: Kohn-Sham gap 9.33 eV, electronic energy -385.7339 hartree.